The following is a quantum chemistry calculation of a structure of composition C12H11CdCl3O2, from the Open Molecules 2025 dataset.

```
29
Properties=species:S:1:pos:R:3:forces:R:3:mulliken_charge:R:1
C 2.487529 -1.002835 0.362875 0.7170 -0.1934 -0.6510 -1.11
C 2.842257 0.337707 0.006256 0.5887 -0.3705 -0.1644 -0.38
C 2.286535 0.614906 -1.265616 0.4064 -0.0661 -0.2643 -0.33
H 3.477173 1.004308 0.598636 -0.4120 -0.2381 -0.1810 0.35
C 1.552671 -0.509907 -1.689966 0.5562 -0.4666 -0.1904 -0.20
C 1.661431 -1.523948 -0.688489 1.1664 -0.0973 -0.5569 -0.79
H 1.367727 -2.573192 -0.798289 -0.2013 0.5965 0.1970 0.42
H 2.866963 -1.573814 1.219376 -0.4400 0.4570 -0.3301 0.45
H 2.422334 1.541541 -1.838369 -0.2642 -0.4111 0.4330 0.44
H 1.058363 -0.629713 -2.655864 -0.0638 0.1310 0.4524 0.35
Cd 0.351824 -0.059892 0.720026 -1.3327 0.1866 -0.0676 1.57
Cl 0.764511 -0.287149 3.058569 0.3366 -0.2366 1.6505 -0.72
C -1.380489 1.677388 0.989147 -0.0876 0.4885 -0.2443 -0.97
C -1.491556 1.599064 -0.437679 -0.3576 0.7860 0.3012 -0.27
C -0.407333 2.306002 -0.995206 -0.2582 0.3708 -0.3214 -0.50
H -2.362260 1.220143 -0.981476 0.5382 -0.1748 0.2044 0.33
C 0.395491 2.808144 0.053389 -0.1765 0.5292 0.1849 -0.35
C -0.198826 2.435390 1.281570 -0.2464 0.3918 -0.0421 -0.71
H 0.130836 2.734749 2.285527 -0.0517 -0.3812 -0.5588 0.36
H -2.135748 1.362658 1.718548 0.5321 -0.0904 -0.3849 0.39
H -0.238140 2.451642 -2.069205 0.0646 -0.2108 0.4849 0.37
H 1.316426 3.396689 -0.044976 -0.3604 -0.4095 -0.0191 0.40
Cl -3.733071 -2.274315 -1.239453 -0.6771 -0.6750 -0.5159 -0.21
C -2.771176 -2.955426 0.078000 -0.1695 0.4296 0.4798 -0.05
Cl -1.670906 -4.264278 -0.353672 -0.3547 -0.5479 -0.2682 -0.20
C -1.929784 -1.789065 0.536540 0.6903 0.2534 -0.6380 0.47
O -2.047900 -1.382790 1.694578 -0.0644 -0.1870 -0.3332 -0.67
O -1.207110 -1.432116 -0.433066 0.5179 0.8211 1.1660 -0.78
H -3.407772 -3.231890 0.888291 -0.5961 -0.6849 0.1772 0.32
```
Forces are in eV/Å.

As for the multiplicity: 1. As for the maximum force: 1.7 eV/A. The HOMO energy comes out at -0.01979 Ha. The electronic energy comes out at -2162.66819 a.u. Its lowest unoccupied orbital energy is 4.897 eV. The total charge is -2.